ORCA calculation (ωB97M-V with the def2-TZVPD basis set) on a molecular structure, C23H46IN6O3PS.

- Energy relative to the best compared isomer or geometry (same formula, charge and spin): 0.0 kJ/mol
- F_max: 0.66 eV/Å
- Calculated total energy: -2495.4417 a.u.

CARTESIAN COORDINATES (ANGSTROEM)
C (1.684993, -3.699763, 4.153639)
C (0.739527, -2.627329, 3.606397)
C (0.575258, -1.403213, 4.485660)
O (1.455251, -0.277458, 4.260151)
C (2.740984, -0.526662, 3.851100)
C (2.970066, -0.353216, 2.433797)
C (1.884627, 0.223393, 1.560781)
N (1.911359, 1.681658, 1.485362)
C (1.146397, 2.397834, 2.496413)
C (4.199627, -0.666490, 1.940515)
I (4.685603, -0.516408, -0.078343)
C (5.224873, -1.095143, 2.817945)
N (6.473898, -1.415572, 2.477144)
S (7.243133, -1.771944, 3.822834)
N (6.090607, -1.541453, 4.883802)
C (4.992031, -1.165785, 4.223124)
C (3.705105, -0.852570, 4.753474)
P (3.387665, -0.784685, 6.525353)
N (4.609645, -0.978799, 7.415009)
O (2.254084, -1.901462, 6.754151)
O (2.624623, 0.618738, 6.666581)
H (1.132162, -4.507341, 4.616213)
H (2.263647, -4.138548, 3.348546)
H (2.388037, -3.300115, 4.878185)
H (-0.252859, -3.061258, 3.528491)
H (1.020165, -2.366257, 2.599477)
H (0.644583, -1.724524, 5.521503)
H (-0.414010, -0.978746, 4.355215)
H (0.915921, -0.073832, 1.919729)
H (2.003514, -0.172465, 0.558332)
H (2.872399, 1.992617, 1.512178)
H (1.677451, 2.558223, 3.435346)
H (0.254587, 1.834550, 2.741762)
H (0.854990, 3.368680, 2.111279)
H (4.827859, -0.226610, 8.048872)
H (1.378413, -1.532556, 6.894920)
H (1.666857, 0.601249, 6.594218)
C (-0.252508, 0.732918, -1.257084)
C (0.235409, -0.638917, -1.689479)
N (-0.554226, -1.726552, -1.138706)
C (0.045932, -3.030362, -1.352907)
C (0.188279, -3.543726, -2.792106)
C (-1.985739, -1.633424, -1.371716)
C (-2.483614, -1.561937, -2.823703)
H (-0.260789, 0.831028, -0.171082)
H (0.412412, 1.499439, -1.655890)
H (-1.253871, 0.940155, -1.636586)
H (1.258059, -0.780698, -1.334762)
H (0.284849, -0.658162, -2.790969)
H (-0.522671, -3.760341, -0.769630)
H (1.042706, -3.000192, -0.900154)
H (-0.760403, -3.887372, -3.201685)
H (0.873946, -4.392689, -2.809468)
H (0.593950, -2.782546, -3.458604)
H (-2.351923, -0.749838, -0.844667)
H (-2.453910, -2.481266, -0.865242)
H (-1.873958, -0.892533, -3.432151)
H (-3.504185, -1.175413, -2.843351)
H (-2.499811, -2.539292, -3.304184)
C (-1.069290, 2.955641, -4.470279)
C (-2.355369, 2.954677, -5.280362)
N (-3.385930, 2.108200, -4.704122)
C (-4.518575, 1.903201, -5.587732)
C (-5.390753, 3.112146, -5.953737)
C (-3.704793, 2.367916, -3.311816)
C (-4.196817, 3.771880, -2.927924)
H (-0.689175, 1.939337, -4.354239)
H (-0.309698, 3.550100, -4.978826)
H (-1.206758, 3.385905, -3.478142)
H (-2.141741, 2.562757, -6.278173)
H (-2.682600, 3.997761, -5.423645)
H (-5.151313, 1.128943, -5.145133)
H (-4.126130, 1.470617, -6.513067)
H (-6.050596, 3.405507, -5.138676)
H (-6.024118, 2.859055, -6.805687)
H (-4.791595, 3.977323, -6.238104)
H (-2.815436, 2.145712, -2.718604)
H (-4.445032, 1.625443, -3.002963)
H (-3.621144, 4.553168, -3.425936)
H (-4.085357, 3.917871, -1.852059)
H (-5.248787, 3.921823, -3.165801)

Forces on atoms 1 to 2 (eV/Å):
0.27 0.09 -0.19
0.02 -0.24 0.30

Atom charges from the Mulliken analysis, given in e for atoms 1 to 5:
1 C -1.21
2 C -0.01
3 C -0.56
4 O -0.49
5 C -0.02

ORCA calculation (ωB97M-V with the def2-TZVPD basis set) on 7 unconnected molecules or ions with the total composition C70H155N4O2P2 in a non-equilibrium geometry.

- F_max: 3.05 eV/Å
- Charge: +5
- Calculated total energy: -3810.7537 a.u.

CARTESIAN COORDINATES (ANGSTROEM)
C (0.769146, -4.869069, -2.492002)
C (1.596147, -3.885198, -1.686262)
C (2.338948, -4.423688, -0.466517)
C (1.369179, -4.918822, 0.583723)
N (2.010053, -5.471979, 1.863713)
C (2.767610, -4.334069, 2.499687)
C (2.587795, -4.433802, 4.033287)
C (1.280171, -5.211733, 4.197307)
C (0.872182, -5.790522, 2.842673)
C (2.858293, -6.666307, 1.562812)
H (1.284163, -5.788498, -2.773412)
H (0.351055, -4.458648, -3.411326)
H (-0.110611, -5.176883, -1.910901)
H (1.034808, -2.969372, -1.481105)
H (2.359393, -3.512371, -2.380199)
H (2.974754, -3.590957, -0.151291)
H (3.068674, -5.192501, -0.725347)
H (0.682187, -5.665738, 0.186249)
H (0.789118, -4.105445, 1.029510)
H (3.810454, -4.366232, 2.184128)
H (2.414023, -3.342768, 2.219643)
H (3.474136, -4.958572, 4.388689)
H (2.463501, -3.452516, 4.479802)
H (1.440572, -5.956287, 4.976127)
H (0.557441, -4.483306, 4.556226)
H (0.706542, -6.863767, 2.782211)
H (-0.038051, -5.283147, 2.532192)
H (3.435149, -6.969127, 2.432206)
H (3.575333, -6.436215, 0.779934)
H (2.153323, -7.393128, 1.166862)
C (5.281349, -1.392022, 0.625007)
C (4.852761, -0.230780, 1.572543)
C (4.605212, -0.727455, 2.979689)
C (5.849977, -1.294292, 3.654312)
N (5.801859, -1.257085, 5.160731)
C (5.799410, 0.243656, 5.565694)
C (6.528993, 0.291254, 6.894551)
C (7.725327, -0.663988, 6.668927)
C (7.106185, -1.751645, 5.840526)
C (4.587605, -1.943330, 5.689759)
H (6.216891, -1.165764, 0.119800)
H (4.476186, -1.528482, -0.097698)
H (5.408365, -2.354543, 1.123340)
H (3.881755, 0.142866, 1.247459)
H (5.626792, 0.534194, 1.518979)
H (3.729731, -1.383119, 2.998397)
H (4.249462, 0.088633, 3.620419)
H (6.752622, -0.745917, 3.391134)
H (5.969763, -2.348178, 3.392682)
H (4.759172, 0.565606, 5.599376)
H (6.240930, 0.857753, 4.783508)
H (5.913276, 0.021218, 7.749616)
H (6.955817, 1.272914, 7.099134)
H (8.053023, -1.017019, 7.641319)
H (8.457160, -0.150959, 6.052429)
H (6.829725, -2.733804, 6.233263)
H (7.758274, -2.146532, 5.053264)
H (3.707748, -1.476171, 5.253493)
H (4.593121, -1.836787, 6.771496)
H (4.687074, -2.991184, 5.418407)
C (2.047369, 2.943847, 3.211609)
C (1.179539, 4.169419, 2.820255)
C (1.898785, 5.517052, 2.741297)
C (2.505168, 6.007539, 4.048398)
N (2.459510, 7.534749, 4.247469)
C (3.044042, 8.239419, 3.038821)
C (4.534869, 8.139495, 3.205793)
C (4.780562, 8.164059, 4.742860)
C (3.377300, 8.017128, 5.359028)
C (1.003329, 7.898743, 4.467343)
H (2.620881, 3.164004, 4.110835)
H (2.719063, 2.750573, 2.368550)
H (1.454931, 2.032811, 3.294074)
H (0.415396, 4.272284, 3.596432)
H (0.699515, 3.935371, 1.871077)
H (1.245280, 6.241248, 2.247772)
H (2.714682, 5.473409, 2.007675)
H (3.569963, 5.799999, 4.148045)
H (2.016086, 5.608314, 4.937082)
H (2.612596, 9.243292, 3.062587)
H (2.525567, 7.820246, 2.177367)
H (5.069488, 8.988809, 2.785178)
H (4.966380, 7.230092, 2.791338)
H (5.166987, 9.115421, 5.094617)
H (5.422766, 7.345133, 5.053017)
H (3.040615, 8.967982, 5.766617)
H (3.259781, 7.269594, 6.143677)
H (0.985077, 8.983134, 4.542575)
H (0.720218, 7.455531, 5.417723)
H (0.405876, 7.529734, 3.642858)
C (-2.506387, 1.131877, 3.457825)
C (-3.603222, 0.149354, 3.077398)
C (-2.974157, -1.253979, 3.015773)
C (-4.035651, -2.309198, 2.679458)
N (-3.594402, -3.732976, 2.987656)
C (-4.762611, -4.689470, 3.085954)
C (-4.135114, -5.897204, 3.826450)
C (-2.903966, -5.358416, 4.580755)
C (-2.815044, -3.887623, 4.282041)
C (-2.826943, -4.184916, 1.761201)
H (-1.528028, 0.862899, 3.047900)
H (-2.365395, 1.188561, 4.538135)
H (-2.656026, 2.134868, 3.052495)
H (-3.922322, 0.430012, 2.068830)
H (-4.497294, 0.119042, 3.699574)
H (-2.326851, -1.437764, 3.871490)
H (-2.286227, -1.272667, 2.165064)
H (-4.381973, -2.309857, 1.651694)
H (-4.837925, -2.121121, 3.397324)
H (-5.211304, -4.878208, 2.117803)
H (-5.488175, -4.247706, 3.768640)
H (-3.955823, -6.698686, 3.111892)
H (-4.828596, -6.290872, 4.567041)
H (-2.002747, -5.881332, 4.239975)
H (-2.894968, -5.668282, 5.624342)
H (-1.831038, -3.427428, 4.194872)
H (-3.367027, -3.234294, 4.961590)
H (-3.485767, -4.131489, 0.903007)
H (-2.330539, -5.130121, 1.963202)
H (-2.025372, -3.454434, 1.615761)
C (-6.736516, -8.186669, -7.424931)
C (-5.997371, -6.863679, -7.750755)
C (-5.655665, -6.113341, -6.462994)
C (-6.879373, -5.780748, -5.604830)
P (-6.604279, -4.689411, -4.178358)
C (-4.967774, -3.786477, -4.278784)
C (-4.544409, -2.921485, -3.075250)
C (-3.068849, -3.144106, -2.642688)
C (-2.701939, -2.225651, -1.457307)
C (-7.953245, -3.520760, -3.904180)
C (-9.225710, -4.143365, -3.345001)
C (-10.405594, -3.180079, -3.383990)
C (-10.969902, -3.048207, -4.827487)
C (-6.478773, -5.678703, -2.665603)
C (-5.175359, -6.490534, -2.616524)
C (-5.116052, -7.473567, -1.449487)
C (-5.031471, -6.752002, -0.103312)
H (-6.930096, -8.863235, -8.252355)
H (-7.690627, -8.043316, -6.912990)
H (-6.086268, -8.699890, -6.708756)
H (-6.621276, -6.226889, -8.378246)
H (-5.103864, -7.172608, -8.288298)
H (-5.181300, -5.160504, -6.734516)
H (-4.843763, -6.592230, -5.907569)
H (-7.263834, -6.727379, -5.209937)
H (-7.693896, -5.414925, -6.235124)
H (-5.268675, -3.120571, -5.095129)
H (-4.247305, -4.494508, -4.681360)
H (-5.100635, -2.923092, -2.135436)
H (-4.605353, -1.900616, -3.457283)
H (-2.380525, -2.911915, -3.452909)
H (-2.992205, -4.164225, -2.259549)
H (-1.650580, -2.357123, -1.214577)
H (-3.357344, -2.380838, -0.595525)
H (-2.967385, -1.200770, -1.734435)
H (-8.103424, -2.872796, -4.767993)
H (-7.478132, -2.869512, -3.153674)
H (-9.169016, -4.621879, -2.363933)
H (-9.435754, -5.010372, -3.986346)
H (-10.187573, -2.198256, -2.963381)
H (-11.215148, -3.622841, -2.803350)
H (-11.967879, -2.616730, -4.759026)
H (-11.196522, -4.059372, -5.175285)
H (-10.307434, -2.542509, -5.523593)
H (-7.340443, -6.350753, -2.621138)
H (-6.618973, -4.948872, -1.865008)
H (-4.363345, -5.759728, -2.604716)
H (-4.992595, -7.090491, -3.512426)
H (-4.221548, -8.087477, -1.551515)
H (-6.013048, -8.089822, -1.391429)
H (-5.857151, -6.041019, -0.015307)
H (-4.110996, -6.169032, 0.035193)
H (-5.013146, -7.419487, 0.759903)
C (0.985302, 10.042660, -6.942067)
C (1.892614, 10.296939, -5.733820)
C (2.433501, 9.008001, -5.135714)
C (1.496902, 8.300455, -4.149630)
P (1.975874, 6.676880, -3.527420)
C (0.544515, 5.967796, -2.652159)
C (0.728245, 4.467848, -2.375876)
C (-0.335679, 3.938797, -1.392737)
C (0.084643, 2.570561, -0.815247)
C (3.406686, 6.737838, -2.398105)
C (3.035599, 7.476616, -1.105544)
C (4.214477, 7.997646, -0.299344)
C (5.222514, 8.824399, -1.085740)
C (2.334590, 5.571628, -4.960572)
C (3.230140, 4.341773, -4.793607)
C (3.845047, 3.833877, -6.095936)
C (4.587529, 2.490709, -5.965076)
H (0.653759, 11.040300, -7.235103)
H (0.143708, 9.408223, -6.664155)
H (1.501997, 9.635001, -7.808702)
H (1.402291, 10.936213, -4.996929)
H (2.743995, 10.896006, -6.064505)
H (3.372964, 9.160254, -4.584768)
H (2.774579, 8.312162, -5.907298)
H (0.479063, 8.248788, -4.555369)
H (1.314196, 8.933143, -3.271829)
H (-0.398630, 6.155810, -3.168898)
H (0.391965, 6.455905, -1.685403)
H (1.670420, 4.221789, -1.872852)
H (0.747167, 3.880692, -3.294206)
H (-1.274350, 3.718228, -1.911386)
H (-0.609475, 4.689024, -0.650029)
H (-0.526990, 2.281274, 0.040802)
H (1.083206, 2.647428, -0.367297)
H (0.114513, 1.787344, -1.568862)
H (4.169417, 7.294330, -2.951033)
H (3.799943, 5.730727, -2.260160)
H (2.323502, 6.896762, -0.511786)
H (2.458337, 8.368792, -1.383360)
H (4.730830, 7.138394, 0.148671)
H (3.826908, 8.498428, 0.587655)
H (5.957377, 8.161154, -1.547372)
H (5.878179, 9.398617, -0.426360)
H (4.810771, 9.540375, -1.795774)
H (2.860042, 6.235460, -5.655999)
H (1.370919, 5.367330, -5.432196)
H (2.680747, 3.488068, -4.383324)
H (4.021909, 4.554594, -4.072590)
H (4.574092, 4.576999, -6.433958)
H (3.164590, 3.680241, -6.935300)
H (3.868076, 1.701927, -5.751671)
H (5.391784, 2.528546, -5.227106)
H (5.117030, 2.302746, -6.898165)
C (0.446799, -0.706302, 1.243103)
C (0.566602, -1.315326, 2.657707)
O (1.175306, -0.637146, 3.515741)
O (0.121415, -2.491069, 2.781441)
H (1.273985, -1.075122, 0.633826)
H (0.359114, 0.377093, 1.223456)
H (-0.486993, -1.128634, 0.861148)

Forces on atoms 1 to 2 (eV/Å):
-1.06 -0.50 0.47
0.79 0.23 -1.46

Atom charges from the Mulliken analysis, given in e for atoms 1 to 5:
1 C -1.29
2 C -0.45
3 C -0.19
4 C -0.38
5 N 0.62

ORCA calculation (ωB97M-V with the def2-TZVPD basis set) on 2 unconnected molecules or ions with the total composition C3H5BO2 in a non-equilibrium geometry.

- Energy relative to the best compared isomer or geometry (same formula, charge and spin): 421.1 kJ/mol
- F_max: 4.68 eV/Å
- Calculated total energy: -292.5384 a.u.

CARTESIAN COORDINATES (ANGSTROEM)
B (-0.352700, 0.745094, -0.462755)
C (0.451468, -2.299257, 0.892453)
C (0.830276, -1.166597, 1.008761)
C (0.707843, 1.205132, 0.571266)
O (-1.656070, 0.704234, -0.102236)
O (0.125736, 0.455828, -1.671894)
H (0.376390, -3.354727, 1.075941)
H (1.660483, 1.573709, 0.033867)
H (0.504323, 1.367783, 1.650426)
H (-2.195832, 0.349115, -0.830100)
H (-0.439808, 0.050641, -2.373209)

Forces on atoms 1 to 2 (eV/Å):
-0.63 -0.23 1.00
0.16 -1.61 0.57

Atom charges from the natural (NBO) analysis, given in e for atoms 1 to 5:
1 B 1.00
2 C -0.43
3 C -0.11
4 C -0.41
5 O -0.86

Q: Among the records above, which one has the highest calculated total energy?
A: C3H5BO2